94
Properties=species:S:1:pos:R:3 method="wB97M-V/def2-TZVPD" total_charge=0 total_energy_ha=-3290.28260 spin_multiplicity=1 e_lumo_ha=-0.0600
C 5.2502 2.8032 1.1150
C 6.1953 1.4951 0.8388
C 7.1364 1.6827 -0.4591
C 5.3745 0.1164 0.8917
C 4.6677 -0.3337 -0.4798
C 3.0641 -0.0731 -0.4966
N 2.2791 -1.0544 0.1784
C 0.8973 -0.6867 0.0165
C -0.1691 -1.6819 0.6575
P 0.3810 -3.2366 1.6344
N 1.7267 -3.8998 1.0769
C -1.7035 -1.4756 0.5439
O -2.5913 -2.4591 1.1373
N -3.0805 -3.3275 0.2102
O -2.4345 -3.3423 -0.7895
C -2.2366 -0.2315 -0.2483
S -4.0929 -0.0867 -0.3792
C -1.2396 0.7875 -0.8683
C -1.7589 2.1075 -1.6526
C -2.8098 2.9793 -0.7990
C -2.4634 4.5359 -0.7041
F -1.1472 5.0913 -0.6053
C -3.5724 5.4714 -0.6718
F -4.4136 5.6277 0.4813
F -3.9466 6.2979 -1.7808
C 0.3220 0.5357 -0.7363
N 1.1777 1.5085 -1.3589
C 2.5624 1.2027 -1.2444
I 3.9073 2.6331 -2.2398
H 4.1811 2.5931 0.7724
H 5.6978 3.7039 0.5634
H 5.2145 2.9427 2.2569
H 6.9167 1.4743 1.7467
H 6.8120 2.6458 -0.9964
H 7.1781 0.7682 -1.1488
H 8.2194 1.8628 -0.0974
H 6.1100 -0.6847 1.2909
H 4.5839 0.2261 1.7327
H 4.7598 -1.4893 -0.5198
H 5.1622 0.0451 -1.4346
H -0.6454 -4.2616 1.5523
H 0.5790 -2.8801 3.0175
H 2.4625 -3.9059 1.8124
H -4.3101 -0.2179 -1.7653
H -2.2156 1.7414 -2.6498
H -0.9016 2.8070 -1.9457
H -3.8257 2.8898 -1.3453
H -3.0032 2.5451 0.2549
C -3.7954 -2.4745 8.1261
O -3.0229 -1.3395 7.7829
C -1.6224 -1.5975 7.8354
C -0.8762 -0.7134 6.8419
O -0.9983 -1.1456 5.4844
C -2.2784 -0.9608 4.8731
C -2.6016 0.4961 4.5589
O -2.9529 1.2018 5.7453
C -2.5544 2.5595 5.7096
H -3.6564 -2.7280 9.1823
H -4.8457 -2.2370 7.9510
H -3.5311 -3.3291 7.4943
H -1.4112 -2.6491 7.6099
H -1.2849 -1.3724 8.8537
H 0.1916 -0.7820 7.0713
H -1.1495 0.3368 6.9459
H -3.0664 -1.4366 5.4578
H -2.2275 -1.5036 3.9236
H -3.4630 0.5426 3.8826
H -1.7357 0.9605 4.0700
H -1.4812 2.6456 5.5088
H -2.7511 2.9960 6.6900
H -3.1243 3.1055 4.9503
C 0.5044 1.5225 -7.5186
O -0.2274 0.3392 -7.2608
C 0.1091 -0.7161 -8.1580
C -0.0864 -2.0725 -7.4888
O 0.9472 -2.4085 -6.5605
C 0.9648 -1.6728 -5.3353
C -0.1657 -2.0418 -4.3810
O -1.3999 -1.4780 -4.8186
C -2.5129 -2.2932 -4.5027
H 0.2135 1.9510 -8.4835
H 0.2816 2.2400 -6.7273
H 1.5813 1.3240 -7.5026
H 1.1492 -0.6267 -8.4919
H -0.5564 -0.6344 -9.0252
H -0.0343 -2.8390 -8.2681
H -1.0713 -2.1621 -7.0300
H 1.0060 -0.5989 -5.5212
H 1.9096 -1.9397 -4.8514
H 0.0469 -1.6337 -3.3859
H -0.2383 -3.1344 -4.3125
H -2.3833 -3.3039 -4.9037
H -3.3974 -1.8553 -4.9690
H -2.6583 -2.3339 -3.4177

24
Properties=species:S:1:pos:R:3 method="wB97M-V/def2-TZVPD" total_charge=0 total_energy_ha=-501.47111 e_above_lowest_kcal_mol=67.0 spin_multiplicity=1 e_lumo_ha=0.0327
C -1.9089 1.5115 -2.8485
C -2.6614 0.7814 -1.9807
C -0.5467 1.7547 -2.6174
C -2.2017 0.2768 -0.8255
C -0.0841 1.4906 -1.3589
C -0.8998 0.6602 -0.5422
C 1.1114 1.4887 -0.4408
C 0.3095 0.5424 0.5384
C 0.6534 -0.5597 1.5051
C 2.0533 -0.9448 1.8036
C -0.5270 -1.5275 1.6884
O 0.3218 0.8223 1.8904
H -2.3927 1.9137 -3.6720
H -3.6999 0.6821 -2.2147
H -0.0354 2.5080 -3.1826
H -2.6888 -0.5745 -0.3051
H 2.0780 1.2460 -0.9719
H 1.4234 2.4493 -0.0147
H 2.6615 -0.0779 2.2216
H 2.5202 -1.2034 0.8511
H 2.2183 -1.8225 2.4000
H -0.2509 -2.0599 2.7791
H -0.5256 -2.2009 0.9054
H -1.4152 -0.9374 1.8258

19
Properties=species:S:1:pos:R:3 method="wB97M-V/def2-TZVPD" total_charge=0 total_energy_ha=-1334.77994 e_above_lowest_kcal_mol=70.6 spin_multiplicity=1 e_lumo_ha=-0.0130
C -0.0616 0.1976 1.2964
C -0.5611 1.3790 -0.8753
C -0.8701 -1.1100 -0.5416
C 1.5065 0.0644 -0.6871
C -0.0192 0.0633 -0.2297
P 0.3472 -0.9242 2.5105
S 1.0050 -2.7409 2.3062
S -0.5189 -0.3499 4.3723
H -1.6512 1.4747 -0.6949
H -0.5110 1.2640 -2.0558
H 0.0370 2.2430 -0.6175
H -0.3576 -1.9896 -0.0782
H -1.0760 -1.3103 -1.6748
H -1.8065 -1.1228 -0.1284
H 1.9184 -0.8024 -0.3262
H 1.6575 0.2258 -1.6752
H 1.9662 0.9039 0.0267
H -0.4138 1.1900 1.7838
H -0.8147 -1.6608 4.3997